[1]
Molecular formula: C9H32N16O11
Method: DFT, wB97M-V/def2-TZVPD

Geometry as XYZ:
```
68
Properties=species:S:1:pos:R:3:forces:R:3
C -0.23757 0.02535 -0.11123 0.30 1.06 1.45
O -0.06182 -1.00418 -0.74322 0.13 -4.28 -2.27
O 0.49237 0.99510 -0.40211 1.88 2.83 -0.23
O -1.01526 0.07578 0.87542 -1.74 0.45 1.20
C -3.40124 -2.52880 -0.43910 -2.70 -1.44 0.15
O -4.47623 -3.11579 -0.57033 -0.26 -0.83 -1.35
N -3.12227 -1.96034 0.66559 0.36 2.39 5.33
N -2.40345 -2.33937 -1.24290 1.38 -1.40 -5.07
H -2.22632 -1.49664 0.71411 -0.06 0.20 1.07
H -3.75228 -2.10296 1.44202 0.37 0.34 -0.14
H -1.55578 -1.84706 -0.99963 0.23 0.09 0.22
H -2.34342 -3.02998 -1.97744 0.12 0.43 -0.20
C -3.78248 2.31339 -0.19055 -0.77 4.12 -0.16
O -4.61558 3.09331 -0.58636 -2.37 1.30 -0.72
N -3.75086 1.07620 -0.39439 -1.89 -6.92 -2.18
N -2.78868 2.67181 0.52849 4.66 2.57 3.18
H -2.94873 0.49909 -0.18545 -0.48 -0.19 0.35
H -4.69898 0.73107 -0.43946 0.50 -0.97 -0.57
H -2.65017 3.63806 0.78788 0.12 -0.28 -0.38
H -2.07116 1.97889 0.68705 0.27 0.29 0.54
C 3.36253 -0.23977 -2.20027 2.10 0.36 -0.24
O 4.36546 -0.42402 -2.83927 2.32 0.11 -1.59
N 3.19167 0.62811 -1.23258 1.07 1.84 1.41
N 2.28600 -0.92079 -2.32699 -3.94 -3.32 -1.64
H 3.95954 1.25625 -1.04309 -0.55 -0.20 0.67
H 2.29346 0.45588 -0.80403 0.23 1.55 1.28
H 2.12828 -1.42328 -3.18881 0.04 0.03 0.41
H 1.50793 -0.69146 -1.72523 -0.85 -0.51 -0.52
C 0.40755 -4.81328 -1.09033 -0.36 1.71 4.59
O 0.18340 -4.99982 0.11455 -0.76 1.01 -0.61
N 0.40559 -3.66347 -1.77024 -0.60 1.30 -0.45
N 0.86170 -5.79748 -1.77133 1.81 -4.15 -3.80
H 0.10524 -2.80810 -1.32502 0.18 0.12 -0.03
H 0.64797 -3.67392 -2.75067 -0.20 0.30 0.39
H 1.12659 -6.64162 -1.28414 -0.05 0.36 -0.20
H 1.30472 -5.54055 -2.64186 0.15 -0.81 0.12
C 1.54606 3.91255 1.18125 -2.03 3.62 1.56
O 1.71151 5.06893 1.54890 0.43 0.99 0.85
N 2.39422 3.25401 0.50618 4.10 -2.58 -2.61
N 0.43166 3.24634 1.36132 -3.58 -1.48 1.33
H 3.22742 3.74899 0.22182 -0.30 -0.41 -0.24
H 2.05344 2.39748 0.09346 0.69 0.03 -0.18
H 0.23611 2.41082 0.82862 0.15 -0.33 -0.09
H -0.33840 3.58839 1.91822 0.53 0.40 -0.22
C 0.48030 3.36917 -2.86486 -0.94 3.46 -4.16
O 0.20806 4.15689 -3.77000 0.73 0.79 -1.11
N -0.37359 2.95911 -2.04892 -5.31 -1.61 3.89
N 1.60384 2.83336 -2.56642 6.39 -1.83 -0.07
H 0.02579 2.29720 -1.39893 -1.65 -0.29 0.71
H -1.35040 3.18090 -2.17825 0.29 -0.21 0.29
H 2.45458 3.00413 -3.08332 -0.43 0.00 -0.05
H 1.59381 2.00292 -1.99164 0.38 0.16 -0.26
C 2.64544 -1.89653 1.90309 3.12 0.98 3.25
O 3.72119 -2.13564 2.41849 1.93 -1.38 0.31
N 2.27093 -2.15605 0.71872 0.40 -2.44 -5.33
N 1.77825 -1.16945 2.50014 -4.87 3.19 2.33
H 3.05858 -2.51589 0.19889 -0.63 -0.01 -0.72
H 1.50527 -1.65688 0.28896 0.12 -0.48 -0.46
H 1.81417 -0.69432 3.39068 0.42 -0.47 -0.31
H 0.99318 -0.97762 1.89435 -0.50 0.48 1.00
C -1.27362 0.35156 4.15674 -0.99 0.45 6.08
O -1.31025 0.31670 5.38317 0.06 -0.27 1.90
N -0.56132 1.18816 3.53352 4.40 3.89 -3.89
N -2.08867 -0.30934 3.44735 -3.02 -3.23 -2.87
H -0.17891 2.04671 3.90332 0.05 -0.75 0.30
H -0.37439 0.95558 2.56860 0.00 0.66 -0.33
H -2.69122 -0.95025 3.94361 0.25 -0.05 -0.63
H -1.94075 -0.20352 2.45386 -0.79 -0.73 -0.28
```
Positions in Å, forces in eV/Å.

Results
- multiplicity = 1
- net charge = -2
- energy relative to the best compared isomer or geometry (same formula, charge and spin) (kcal/mol) = 156.7
- lowest unoccupied orbital energy (eV) = 4.13
- gap between HOMO and LUMO (eV) = 8.75

---

[2]
Molecular formula: C2H2CuLiNaO2
Method: DFT, wB97M-V/def2-TZVPD

Geometry as XYZ:
```
9
Properties=species:S:1:pos:R:3:forces:R:3
O -0.43393 0.88353 -0.09282 -0.10 1.03 0.68
C -1.53126 0.49324 -0.77273 0.28 -0.02 -0.23
C -2.23598 -0.59272 -0.36601 0.87 -0.16 -0.33
Na 1.70963 0.93430 -0.39412 -0.18 -0.30 0.36
Li -1.53124 0.31901 1.62210 0.32 -0.32 -1.39
H -3.02953 -0.86436 -1.07966 0.12 0.00 0.51
H -1.69894 1.13775 -1.65803 -0.40 -0.25 0.21
Cu -0.07334 -1.35196 -0.16490 -0.66 0.25 0.99
O 1.39801 -0.90961 0.87405 -0.25 -0.22 -0.79
```
Positions in Å, forces in eV/Å.

Results
- multiplicity = 2
- energy relative to the best compared isomer or geometry (same formula, charge and spin) (kcal/mol) = 0.0
- lowest unoccupied orbital energy (spin up / spin down) (eV) = -0.57 / -0.54
- expectation value of S² = 0.76
- gap between HOMO and LUMO (spin up / spin down) (eV) = 6.62 / 6.57

---

[3]
Molecular formula: C58H46CrN4OP2S5
Method: DFT, wB97M-V/def2-TZVPD

Geometry as XYZ:
```
117
Properties=species:S:1:pos:R:3:forces:R:3
Cr -0.15564 -0.12285 -0.49246 1.10 -0.18 0.66
O -0.30785 1.93298 2.25491 -0.08 -0.10 -0.06
S -1.17226 1.32655 1.22187 0.25 -0.04 -0.08
C -2.41398 0.43140 2.12345 -0.09 -0.07 -0.11
C -3.13443 1.05209 3.13076 0.04 0.03 0.04
C -4.06534 0.30790 3.83452 -0.01 0.00 0.01
C -4.25685 -1.03481 3.53242 0.00 -0.01 0.02
C -3.50471 -1.64891 2.54438 -0.01 -0.02 -0.04
C -2.56200 -0.91432 1.82377 -0.05 -0.02 0.20
P -1.67239 -1.57604 0.37092 -0.99 -0.35 0.15
C -1.49075 -3.32629 0.80929 0.19 -0.13 -0.23
C -1.53990 -4.28233 -0.19965 0.02 -0.07 0.02
C -1.35127 -5.62549 0.08889 -0.01 0.02 0.02
C -1.09487 -6.02264 1.39042 0.00 0.00 0.03
C -1.03055 -5.07328 2.40216 0.00 -0.02 0.01
C -1.22199 -3.73338 2.11553 -0.12 0.03 0.04
C 0.97578 -1.85561 0.25840 0.06 0.41 -0.07
C 1.66454 -2.69611 -0.61309 0.00 -0.12 0.18
C 2.66700 -3.55716 -0.16029 -0.17 0.04 -0.25
C 2.97620 -3.62131 1.18450 0.11 -0.11 0.20
C 2.25437 -2.84887 2.08582 -0.02 0.04 0.04
C 1.27411 -1.98425 1.62588 -0.06 -0.02 -0.21
C -1.94628 2.73865 0.42729 0.07 0.08 0.09
C -2.21905 3.83438 1.23713 -0.01 0.00 0.02
C -2.57777 5.03530 0.65146 0.00 -0.01 0.01
C -2.60094 5.15049 -0.73284 0.00 0.00 -0.01
C -2.29088 4.06093 -1.52898 -0.03 -0.02 -0.03
C -1.98269 2.82568 -0.95911 0.01 -0.03 -0.03
P -1.53375 1.32454 -1.91416 0.08 0.20 0.02
C -0.89470 2.03837 -3.45987 -0.05 0.07 0.02
C -1.58363 2.01194 -4.66963 0.04 -0.11 -0.01
C -1.03952 2.60553 -5.80094 0.03 0.00 0.00
C 0.18982 3.24063 -5.72868 0.00 0.00 -0.01
C 0.87591 3.28879 -4.52179 0.00 0.00 0.01
C 0.33832 2.69011 -3.39458 -0.05 0.10 0.01
C -3.26571 0.66771 -2.30792 -0.06 0.10 0.06
C -3.34878 -0.61886 -3.13781 0.06 0.00 0.09
C -4.77644 -0.95612 -3.49093 0.01 -0.01 -0.04
C -5.69632 -0.00987 -3.65554 0.01 0.02 0.00
C -5.35264 1.38700 -3.42470 -0.02 -0.02 -0.01
C -4.21729 1.72477 -2.81317 0.02 -0.02 0.02
H -2.96295 2.09091 3.37461 -0.01 -0.01 -0.01
H -4.64201 0.77432 4.62179 0.00 0.01 0.00
H -4.99591 -1.60998 4.07381 0.01 0.00 0.01
H -3.66176 -2.69570 2.32038 -0.01 0.02 0.02
H -1.71769 -4.00200 -1.22576 0.06 -0.03 0.04
H -1.40817 -6.35404 -0.70854 0.00 0.00 0.00
H -0.94691 -7.06937 1.62101 0.00 0.00 0.00
H -0.83034 -5.37597 3.42151 0.00 -0.01 0.00
H -1.17290 -3.01146 2.91992 0.04 0.02 -0.01
H 1.40780 -2.70500 -1.66560 0.11 0.00 -0.04
H 3.18691 -4.19475 -0.86639 -0.01 0.01 -0.01
H 3.74277 -4.29977 1.53952 0.00 0.01 -0.01
H 2.45244 -2.92880 3.14888 -0.01 0.02 0.00
H 0.72572 -1.39492 2.35643 0.05 0.07 0.01
H -2.08668 3.76373 2.30774 0.00 0.01 -0.01
H -2.79698 5.89272 1.27322 0.00 0.00 0.00
H -2.83974 6.10005 -1.19317 0.00 0.00 0.00
H -2.26993 4.17091 -2.60659 0.01 0.00 0.00
H -2.54983 1.53409 -4.74413 0.00 0.02 -0.02
H -1.58105 2.57174 -6.73689 0.00 0.00 0.00
H 0.61430 3.70401 -6.60957 0.00 0.00 0.00
H 1.83353 3.78956 -4.46670 0.00 0.00 0.01
H 0.86901 2.73726 -2.44927 -0.01 0.02 -0.03
H -2.76670 -0.54413 -4.06276 0.01 0.01 0.00
H -5.00493 -1.99689 -3.68835 -0.01 0.01 0.00
H -6.69871 -0.26643 -3.97007 0.00 0.01 0.00
H -6.04160 2.16166 -3.73576 -0.01 -0.01 -0.01
H -4.00160 2.76206 -2.61302 0.02 0.00 0.01
S -0.86204 -1.42725 -2.32114 0.19 -0.48 -0.14
C -2.66801 -1.70423 -2.27691 0.00 0.18 -0.08
C -2.89616 -3.02017 -2.87799 -0.21 0.01 0.07
N -3.10035 -4.03635 -3.37149 0.05 0.03 -0.05
C -3.18826 -1.57338 -0.80694 0.24 0.11 0.02
S -3.89480 0.11429 -0.66774 -0.08 0.03 -0.14
C -4.22464 -2.53640 -0.46671 0.07 -0.01 -0.04
N -5.03908 -3.30062 -0.19823 0.01 0.02 0.06
S 1.84622 0.86412 0.90585 -0.58 0.51 -0.19
C 3.18769 0.31382 0.09789 0.28 -0.09 0.33
N 4.31099 -0.01450 0.71603 -0.02 -0.16 -0.02
C 5.47626 -0.45651 -0.04237 0.01 0.02 -0.04
C 5.56997 0.35271 -1.30699 -0.03 -0.02 0.04
N 4.31132 0.22052 -2.03889 0.08 0.04 -0.03
C 4.41122 0.33007 -3.49866 -0.02 0.00 0.02
C 4.94619 1.68965 -3.88028 -0.01 0.01 -0.02
C 6.06272 1.81181 -4.69428 -0.01 0.00 -0.02
C 6.54645 3.06839 -5.03853 0.00 -0.01 0.00
C 5.92090 4.20759 -4.55862 0.00 0.00 0.00
C 4.80700 4.09087 -3.73484 0.00 0.01 -0.01
C 4.32036 2.83804 -3.40092 0.01 -0.01 0.02
C 3.15590 0.20202 -1.38685 0.12 -0.14 -0.26
S 1.69312 0.06667 -2.15200 -0.55 0.11 -0.27
C 4.46595 -0.05024 2.17850 -0.04 0.05 0.03
C 5.39402 1.04287 2.64271 -0.01 0.01 0.00
C 4.99274 2.37423 2.54810 0.01 0.00 -0.02
C 5.84706 3.38840 2.94726 0.01 0.00 0.00
C 7.10746 3.08218 3.44772 -0.01 0.01 0.00
C 7.50910 1.76011 3.54943 0.00 -0.01 0.00
C 6.65330 0.74274 3.14494 0.00 0.00 0.02
H 5.38462 -1.52742 -0.25210 -0.01 0.01 0.00
H 6.35982 -0.28853 0.57078 0.00 0.00 0.01
H 6.36929 -0.01842 -1.94647 0.00 -0.01 0.01
H 5.77276 1.40427 -1.08522 0.00 0.00 -0.01
H 3.42555 0.15382 -3.92190 0.01 0.01 0.00
H 5.07747 -0.45785 -3.85356 0.00 -0.01 0.02
H 6.55652 0.92195 -5.06764 0.00 0.00 0.00
H 7.41562 3.15383 -5.67689 0.00 0.00 0.00
H 6.30010 5.18611 -4.82116 0.00 0.00 0.00
H 4.31988 4.97999 -3.35482 0.00 0.00 0.00
H 3.44894 2.74559 -2.76028 0.01 0.01 0.00
H 4.85869 -1.03639 2.43356 0.02 0.00 -0.02
H 3.47922 0.05072 2.62218 -0.01 -0.04 -0.01
H 4.00351 2.61012 2.17100 0.00 0.00 0.00
H 5.52845 4.42023 2.87841 0.00 0.00 0.00
H 7.77144 3.87581 3.76347 0.00 0.00 0.00
H 8.48612 1.51735 3.94553 0.00 0.00 0.00
H 6.96468 -0.29247 3.23302 0.00 0.00 0.00
```
Positions in Å, forces in eV/Å.

Results
- multiplicity = 2
- net charge = +1
- energy relative to the best compared isomer or geometry (same formula, charge and spin) (kcal/mol) = 0.0
- lowest unoccupied orbital energy (spin up / spin down) (eV) = -3.38 / -3.49
- expectation value of S² = 0.79
- gap between HOMO and LUMO (spin up / spin down) (eV) = 6.94 / 6.60

---

no.,E (Ha),largest force on an atom (eV/A)
1,-2066.21151,7.5
2,-2038.10048,1.5
3,-6249.92582,1.3